# C17H23N3O4S

One molecule with the formula C17H23N3O4S (the ωB97M-V functional and the def2-TZVPD basis, OMol25).

Its total energy is -1525.0634 Eh. The LUMO energy comes out at -0.05 eV. The energy above the lowest of the compared OMol25 structures with the same formula, charge and spin is 75.06 kJ/mol. As for the HOMO-LUMO gap: 0.3091 Ha. As for the SMILES: CCOCCCn1c(=S)[nH]c2cc(C(=O)NCCOC)ccc2c1=O. The calculation puts the HOMO energy at -8.46 eV.

Cartesian coordinates (Å):
C1 1.453 1.441 -2.330
C2 2.892 1.657 -1.890
O1 3.350 0.491 -1.246
C3 4.713 0.557 -0.878
C4 5.092 -0.718 -0.131
C5 4.481 -0.786 1.270
N1 3.031 -0.684 1.210
C6 2.432 0.513 1.470
S1 3.214 1.852 2.030
N2 1.087 0.596 1.286
C7 0.308 -0.422 0.803
C8 -1.054 -0.251 0.563
C9 -1.803 -1.316 0.088
C10 -1.205 -2.557 -0.135
C11 0.146 -2.720 0.081
C12 0.916 -1.656 0.547
C13 2.358 -1.818 0.760
O2 2.955 -2.855 0.573
H1 0.638 -3.664 -0.097
H2 -1.817 -3.375 -0.478
C14 -3.276 -1.165 -0.128
O3 -4.081 -1.983 0.271
N3 -3.623 -0.060 -0.828
H3 -2.909 0.610 -1.068
C15 -4.993 0.381 -0.918
C16 -5.221 1.616 -0.025
O4 -4.707 1.468 1.273
C17 -5.421 0.564 2.091
H4 -5.004 0.670 3.090
H5 -5.300 -0.472 1.761
H6 -6.487 0.816 2.112
H7 -6.296 1.846 0.000
H8 -4.686 2.475 -0.442
H9 -5.245 0.632 -1.952
H10 -5.612 -0.456 -0.591
H11 -1.520 0.699 0.786
H12 0.671 1.494 1.499
H13 4.850 0.029 1.893
H14 4.726 -1.747 1.727
H15 4.750 -1.576 -0.711
H16 6.177 -0.767 -0.037
H17 5.333 0.659 -1.783
H18 4.889 1.440 -0.245
H19 3.526 1.875 -2.764
H20 2.962 2.515 -1.201
H21 0.822 1.241 -1.468
H22 1.087 2.325 -2.844
H23 1.397 0.586 -2.999

Force components x, y, z for each atom (eV/Å):
C 0.44 -0.03 0.13
C -0.12 0.23 -0.11
O -0.14 -0.17 -0.04
C 0.41 0.02 -0.03
C -0.38 0.31 0.00
C 0.69 -0.24 -0.05
N -0.26 0.00 0.20
C -0.28 0.35 0.19
S 0.21 0.57 0.21
N 0.05 0.01 -0.03
C 0.01 -0.74 -0.25
C -0.01 -0.10 -0.04
C 0.33 -0.03 0.25
C -0.06 0.00 -0.02
C 0.00 0.15 0.04
C -0.35 0.24 -0.02
C -0.15 -0.12 0.04
O -0.03 -0.05 -0.07
H 0.04 -0.08 -0.03
H -0.05 -0.09 -0.02
C 0.11 0.17 -0.20
O -0.04 -0.27 0.12
N -0.01 0.28 -0.21
H 0.06 -0.17 0.04
C -0.19 0.17 0.34
C 0.03 -0.13 -0.18
O 0.12 0.12 -0.05
C -0.03 -0.11 0.05
H -0.08 -0.05 0.02
H -0.03 0.03 0.01
H -0.01 0.01 0.03
H 0.08 0.03 -0.03
H -0.12 -0.03 -0.04
H -0.06 -0.05 0.07
H 0.03 0.10 -0.13
H -0.09 0.11 0.03
H 0.22 -0.15 0.00
H -0.11 -0.21 -0.07
H -0.06 0.15 0.00
H 0.13 -0.03 -0.04
H 0.04 -0.04 -0.01
H -0.07 -0.01 0.07
H -0.02 -0.09 -0.10
H -0.03 -0.01 0.09
H 0.03 -0.10 -0.07
H -0.11 0.00 0.09
H -0.09 0.08 -0.06
H -0.05 -0.07 -0.10

For each atom in turn, the Löwdin charge in e is: -0.058, -0.279, -0.174, -0.232, -0.125, -0.161, 0.001, -0.771, 0.699, 0.089, -0.178, 0.045, -0.118, 0.001, 0.022, -0.051, -0.355, 0.104, 0.125, 0.122, -0.457, 0.073, 0.077, 0.140, -0.146, -0.216, -0.194, -0.093, 0.092, 0.074, 0.092, 0.123, 0.122, 0.123, 0.119, 0.126, 0.135, 0.071, 0.129, 0.115, 0.121, 0.125, 0.099, 0.121, 0.115, 0.052, 0.075, 0.080